No. 1
{
  "formula": "C5H8O2",
  "method": "ωB97M-V/def2-TZVPD",
  "species": ["C", "C", "C", "C", "O", "C", "H", "H", "H", "H", "H", "H", "O", "H", "H"],
  "coordinates": [[-1.3373, 0.5651, 0.9762], [-0.1020, 0.2940, 0.5747], [0.8905, -0.8124, 0.9086], [1.9424, 0.0360, 0.1778], [3.1382, -0.0078, 0.1035], [0.8767, 1.0083, -0.3474], [-1.8579, 1.4539, 0.6253], [-1.8571, -0.0781, 1.6826], [1.0877, -1.0325, 1.9626], [0.6941, -1.7504, 0.3729], [1.0662, 2.0740, -0.1843], [0.6560, 0.8260, -1.4071], [-1.4354, -1.0841, -1.9460], [-2.1328, -0.6669, -2.4647], [-1.6291, -0.8254, -1.0347]],
  "nbo_charge": [-0.438, 0.046, -0.574, 0.625, -0.503, -0.576, 0.208, 0.209, 0.245, 0.255, 0.243, 0.264, -0.950, 0.469, 0.478],
  "smiles": "C=C1CC(=O)C1.O",
  "energy_ev": -9408.1663
}


No. 2
{
  "formula": "C5H8O2",
  "method": "ωB97M-V/def2-TZVPD",
  "species": ["C", "C", "O", "C", "C", "O", "C", "H", "H", "H", "H", "H", "H", "H", "H"],
  "coordinates": [[-0.6562, 1.4753, -1.4619], [-1.0037, 0.6950, -0.2240], [-1.1259, -0.7157, -0.4056], [-0.0459, -0.2519, 0.3510], [0.3016, -0.6469, 1.7730], [1.6902, -0.5188, 1.3543], [1.4559, -0.2677, 0.0635], [-0.2677, 2.4643, -1.2012], [0.1077, 0.9408, -2.0338], [-1.5432, 1.6032, -2.0902], [-1.7446, 1.1270, 0.4503], [0.0719, 0.0328, 2.5969], [0.0699, -1.6853, 2.0301], [1.1697, -2.4012, -0.5725], [1.6389, -1.8542, -0.8036]],
  "nbo_charge": [-0.642, 0.097, -0.453, 0.011, -0.098, -0.474, 0.262, 0.222, 0.237, 0.221, 0.186, 0.196, 0.202, 0.001, 0.033],
  "energy_ev": -9403.8793
}


No. 3
{
  "formula": "C5H8O2",
  "method": "ωB97M-V/def2-TZVPD",
  "species": ["O", "C", "C", "C", "C", "C", "O", "H", "H", "H", "H", "H", "H", "H", "H"],
  "coordinates": [[2.1413, -0.3740, -0.0755], [1.0033, -0.0382, -0.2784], [0.4511, 1.3100, -0.7606], [-1.0208, 0.8734, -0.7652], [-1.2174, 0.1614, 0.5841], [-0.3030, -0.8343, -0.1526], [-0.9346, -0.4361, -1.4007], [1.8928, -2.0014, 1.5375], [1.5881, -2.3739, 2.1066], [0.6957, 2.1177, -0.0637], [0.8211, 1.5623, -1.7575], [-1.7669, 1.5332, -1.2087], [-0.8635, 0.6428, 1.5015], [-2.2273, -0.2370, 0.6961], [-0.2601, -1.9058, 0.0371]],
  "nbo_charge": [-0.512, 0.597, -0.546, 0.083, -0.426, -0.028, -0.503, 0.022, -0.030, 0.234, 0.247, 0.205, 0.209, 0.229, 0.220],
  "energy_ev": -9407.1124
}


No. 4
{
  "formula": "C5H8O2",
  "method": "ωB97M-V/def2-TZVPD",
  "species": ["C", "C", "C", "C", "C", "H", "H", "H", "H", "H", "H", "H", "H", "O", "O"],
  "coordinates": [[1.7825, -0.1167, 0.0085], [0.8065, 1.1263, 0.0821], [-0.5154, 0.5139, -0.4548], [-1.9602, -0.7709, -0.0867], [-0.2768, -0.9084, 0.2046], [2.2606, -0.1479, 1.0764], [2.5285, -0.0624, -0.7531], [1.2027, 2.0388, -0.6178], [0.5771, 1.2529, 1.1414], [-0.4099, 0.6054, -1.4834], [-2.7835, -1.0688, 0.6697], [-2.1743, -1.0114, -1.0718], [-0.1091, -0.7002, 1.3755], [-1.8632, 0.6454, 0.1346], [0.9345, -1.3960, -0.2252]],
  "nbo_charge": [-0.086, -0.458, 0.040, -0.054, 0.083, 0.188, 0.202, 0.220, 0.227, 0.176, 0.196, 0.170, 0.138, -0.516, -0.528],
  "energy_ev": -9404.6959
}


No. 5
{
  "formula": "C5H8O2",
  "method": "ωB97M-V/def2-TZVPD",
  "species": ["O", "C", "C", "C", "C", "C", "O", "H", "H", "H", "H", "H", "H", "H", "H"],
  "coordinates": [[-0.4359, 1.0841, 1.6927], [0.1323, 1.5380, 0.4783], [1.2030, 0.5615, 0.0631], [-1.1116, -1.7241, -0.1411], [-1.1805, -1.4996, -1.4494], [2.0539, 0.8174, -1.1408], [2.5724, 1.0682, 0.0179], [-1.1433, 1.6898, 1.9473], [0.5860, 2.5340, 0.5918], [-0.6323, 1.6095, -0.3132], [1.1210, -0.4507, 0.4555], [-0.7759, -2.6805, 0.2547], [-1.3521, -0.9580, 0.5944], [-1.5075, -0.5433, -1.8532], [-0.9169, -2.2612, -2.1795]],
  "nbo_charge": [-0.717, -0.104, -0.124, -0.405, -0.385, 0.307, -0.413, 0.475, 0.184, 0.175, 0.220, 0.195, 0.207, 0.190, 0.196],
  "energy_ev": -9404.8938
}


No. 6
{
  "formula": "C5H8O2",
  "method": "ωB97M-V/def2-TZVPD",
  "species": ["O", "C", "C", "C", "C", "C", "O", "H", "H", "H", "H", "H", "H", "H", "H"],
  "coordinates": [[2.2252, -0.8610, -0.3570], [1.0937, -0.4156, 0.3603], [0.6286, 1.0062, -0.0657], [-0.7513, 0.6151, -0.5942], [-1.4622, -0.0272, 0.5743], [-0.1602, -1.2085, -0.0187], [-0.5131, -0.6385, -1.2799], [1.9509, -0.9455, -1.2821], [1.3447, -0.5060, 1.4182], [0.5769, 1.7135, 0.7684], [1.2649, 1.4242, -0.8478], [-1.2951, 1.3322, -1.2083], [-1.4399, 0.4179, 1.5732], [-2.4671, -0.4033, 0.3171], [-0.9960, -1.5035, 0.6422]],
  "nbo_charge": [-0.699, 0.043, -0.461, 0.077, -0.435, 0.001, -0.539, 0.471, 0.193, 0.214, 0.225, 0.188, 0.210, 0.221, 0.291],
  "energy_ev": -9405.1294
}


In the order shown, the computed energy above the lowest of the compared OMol25 structures with the same formula, charge and spin values come out to 160.7, 574.4, 262.4, 495.6, 476.5, 453.8 kJ/mol.
In the order shown, the computed frontier orbital gap values come out to 0.3785, 0.3480, 0.3796, 0.3927, 0.3765, 0.3529 Eh.
In the order shown, the computed lowest unoccupied orbital energy values come out to 0.6, 0.7, 0.9, 1.1, 0.6, 0.9 eV.